{"formula": "C22H57N3O10", "method": "ωB97M-V with the def2-TZVPD basis set", "orbital_gap_ev": [8.2, 3.5], "e_homo_ha": [-0.397, -0.397], "spin_multiplicity": 2, "s2": 0.755, "total_energy_ha": -1788.4500, "mol_weight_da": 523.7, "e_above_lowest_ev": 0.489, "charge": 1, "species": ["C", "O", "C", "C", "N", "C", "C", "O", "C", "H", "H", "H", "H", "H", "H", "H", "H", "H", "H", "H", "H", "H", "H", "H", "C", "O", "C", "C", "N", "C", "C", "O", "C", "H", "H", "H", "H", "H", "H", "H", "H", "H", "H", "H", "H", "H", "H", "H", "C", "O", "C", "C", "N", "C", "C", "O", "C", "H", "H", "H", "H", "H", "H", "H", "H", "H", "H", "H", "H", "H", "H", "H", "C", "C", "O", "O", "H", "H", "H", "H", "H", "H", "C", "C", "O", "O", "H", "H", "H", "H", "H", "H"], "positions_angstrom": [[-5.3340, -7.2093, -19.3775], [-5.8470, -5.8796, -19.1024], [-6.4450, -5.3131, -20.2413], [-6.8058, -3.8713, -19.8461], [-5.5814, -3.0978, -19.8534], [-5.7649, -1.6904, -19.4196], [-4.3964, -1.0367, -19.1492], [-4.5217, 0.1528, -18.3535], [-3.3248, 0.9695, -18.4996], [-4.9097, -7.5793, -18.4442], [-4.3876, -7.0998, -19.9071], [-5.9443, -7.8370, -20.0268], [-7.3544, -5.8269, -20.5529], [-5.8395, -5.4552, -21.1364], [-7.2084, -3.8584, -18.8333], [-7.5139, -3.3360, -20.4787], [-4.6534, -3.4954, -19.8232], [-6.2486, -1.7135, -18.4431], [-6.2948, -0.9067, -19.9610], [-3.8804, -0.8604, -20.0930], [-3.8783, -1.7543, -18.5130], [-2.4289, 0.4036, -18.2441], [-3.4309, 1.7585, -17.7551], [-3.4447, 1.5979, -19.3821], [-3.8894, 0.6040, -27.6084], [-4.4044, 0.1638, -26.3107], [-4.3070, -1.2727, -26.1548], [-4.5462, -1.5878, -24.6670], [-5.9160, -1.5603, -24.3735], [-6.3135, -1.3284, -22.9960], [-7.6959, -0.5351, -23.0144], [-7.5487, 0.7836, -23.4378], [-8.7807, 1.4036, -23.1477], [-3.0174, 0.0379, -27.9360], [-3.6202, 1.6602, -27.6136], [-4.6692, 0.3219, -28.3158], [-3.2498, -1.4655, -26.3369], [-4.8978, -1.9463, -26.7756], [-3.8379, -1.0477, -24.0387], [-4.1347, -2.5563, -24.3824], [-6.4068, -0.9469, -25.0084], [-5.4408, -0.7983, -22.6147], [-6.3517, -2.2376, -22.3959], [-8.1212, -0.6010, -22.0130], [-8.2896, -1.1898, -23.6523], [-9.4328, 1.0730, -22.3393], [-9.3760, 1.2495, -24.0477], [-8.7030, 2.4844, -23.0290], [-6.2798, -8.1263, -29.1405], [-6.1030, -7.3191, -30.3244], [-7.1204, -6.3021, -30.3874], [-6.6940, -5.1653, -31.2682], [-7.0071, -3.7820, -30.8841], [-6.2372, -3.3310, -29.7068], [-5.5835, -2.0427, -30.0965], [-4.5322, -2.2154, -31.0515], [-4.6986, -1.6636, -32.3602], [-5.3892, -8.6776, -28.8391], [-6.9929, -8.9484, -29.2009], [-6.3628, -7.5301, -28.2318], [-7.3889, -6.0371, -29.3648], [-7.9895, -6.8699, -30.7196], [-7.3893, -5.2225, -32.1057], [-5.6549, -5.2764, -31.5781], [-6.5578, -3.2952, -31.6465], [-5.3358, -3.9163, -29.5253], [-6.8100, -3.2744, -28.7811], [-5.2788, -1.5254, -29.1868], [-6.3688, -1.4218, -30.5275], [-5.2416, -2.3328, -33.0276], [-3.6666, -1.6176, -32.7081], [-5.1324, -0.6641, -32.3920], [-12.7246, 3.4907, -25.1668], [-12.7079, 2.0943, -25.7030], [-11.4159, 1.9078, -26.1101], [-12.1754, 3.7090, -23.8363], [-13.8022, 3.6482, -25.1195], [-12.2156, 4.1935, -25.8263], [-13.4583, 1.8917, -26.4672], [-12.8881, 1.4051, -24.8780], [-11.5530, 1.5154, -26.9755], [-12.3481, 4.6460, -23.7185], [-4.2560, 3.3080, -22.6242], [-4.6129, 2.3023, -23.7543], [-3.8009, 2.3183, -24.8681], [-3.0281, 2.9061, -22.0354], [-4.8879, 3.3354, -21.7365], [-4.0232, 4.3234, -22.9450], [-5.6719, 2.3839, -23.9992], [-4.4182, 1.3970, -23.1793], [-3.9518, 1.4612, -25.2734], [-2.5193, 2.3945, -22.6686]], "mulliken_spin": [-0.001, 0.012, -0.004, 0.009, 0.829, -0.023, 0.005, 0.002, 0.001, 0.000, 0.001, 0.000, 0.003, 0.001, 0.053, 0.032, -0.032, 0.058, 0.040, -0.002, -0.005, 0.000, 0.000, 0.000, 0.000, 0.000, -0.001, -0.003, 0.011, 0.016, 0.002, 0.001, 0.000, 0.000, 0.000, 0.000, 0.000, 0.001, 0.003, 0.002, 0.001, -0.007, -0.003, -0.002, 0.000, 0.000, 0.000, 0.000, 0.000, 0.000, 0.000, 0.000, 0.000, 0.000, 0.000, 0.000, 0.000, 0.000, 0.000, 0.000, 0.000, 0.000, 0.000, 0.000, 0.000, 0.000, 0.000, 0.000, 0.000, 0.000, 0.000, 0.000, 0.000, 0.000, 0.000, 0.000, 0.000, 0.000, 0.000, 0.000, 0.000, 0.000, 0.000, 0.000, 0.000, 0.000, 0.000, 0.000, 0.000, 0.000, 0.000, 0.000]}